1.
Computed, not measured: the molecule C19H27N5O2, with wB97M-V/def2-TZVPD.

electronic energy	-31688.1465	eV
SMILES string	CCCC(=O)Nc1ccc2c(c1)nc(CN1CCN(C(C)=O)CC1)n2C
lowest unoccupied orbital energy	0.5315	eV
net charge	0

```
53
C19H27N5O2 | the OMol25 dataset | wB97M-V/def2-TZVPD
O 3.57111 0.97688 3.49706
O -0.67871 0.18488 -5.65829
N -1.13730 -0.52704 3.67613
N -2.59291 0.08485 0.63433
N -1.13993 -1.60834 0.70560
N 1.33733 0.98146 3.74088
N 0.03911 -1.22082 -4.01005
C 3.08592 -0.65314 -4.96558
C -0.68361 -0.81316 -2.88050
C 1.00126 -1.43203 -6.20619
C 2.58018 1.43525 4.03283
C 0.12799 1.42834 4.39780
C -2.31103 0.64001 -1.81937
C -2.19875 -1.09027 2.85598
C 0.17476 -1.13852 3.46327
C -1.09131 0.92273 3.63562
C -0.45106 -1.50105 -1.69798
C -3.60560 1.03525 0.99750
C -1.60458 0.24445 -2.93528
C 2.31711 -0.64617 -6.28147
C 0.01992 -0.73030 -5.28097
C -1.99210 -0.89201 1.38722
C -1.16036 -1.11280 -0.57060
C 2.65552 2.55199 5.05182
C 1.18500 -0.16592 2.86544
C -2.08161 -0.04455 -0.63740
H 0.07698 -1.99380 2.79413
H -4.55200 0.78730 0.50894
H -3.01665 1.45466 -1.87688
H 2.93943 -1.08387 -7.06513
H 2.18233 2.25588 5.98508
H 0.25592 -2.31455 -1.64417
H -2.22677 -2.16382 3.05525
H 0.55154 -1.45975 -7.19972
H 2.16518 -0.63608 2.76682
H 0.08253 1.04911 5.42774
H 0.86000 0.15174 1.86788
H 0.67828 -1.98218 -3.82833
H 4.02918 -0.12476 -5.08161
H 3.30660 -1.67243 -4.65242
H 1.19294 -2.45506 -5.87733
H -3.30283 2.03542 0.67986
H -1.75396 0.74916 -3.87429
H -1.05822 1.32610 2.60944
H 0.09962 2.52134 4.42968
H 0.54440 -1.48747 4.43530
H 2.16340 3.44648 4.67559
H -3.14601 -0.65559 3.18461
H 2.51846 -0.16035 -4.17942
H 3.70277 2.77660 5.23319
H -3.75401 1.03941 2.07477
H 2.09127 0.38257 -6.56751
H -1.99673 1.30399 4.12075
```

---

2.
Computed, not measured: a structure of composition C27H39Br2O4PS4W in a non-equilibrium geometry, with wB97M-V/def2-TZVPD.

multiplicity	2
electronic energy	-231335.4951	eV
lowest unoccupied orbital energy (spin up / spin down)	-11.5706 / -11.5706	eV
net charge	+3

```
78
C27H39Br2O4PS4W | the OMol25 dataset | wB97M-V/def2-TZVPD
W 0.31243 0.42139 0.80319
Br 3.69277 0.92041 2.77533
Br 0.54641 2.15576 2.50780
S -1.26780 -1.88684 -1.34247
S -2.09655 0.52925 1.43854
S 0.31652 -1.33430 2.58103
S 3.43309 -0.18539 -0.60162
P -1.69069 -1.02795 2.66611
O 2.04188 -0.38912 0.07062
O -2.16234 -0.88693 4.13750
O -0.46114 -0.96340 -0.37935
O -2.34924 -2.32954 2.13333
C -5.04908 -1.37260 -2.41176
C -3.85356 -1.92924 -1.97079
C -3.78987 -2.63444 1.97591
C 3.90379 -2.35158 1.04597
C 5.82332 -1.07993 0.23560
C 0.90383 -1.00506 -2.89637
C -2.87833 0.30313 -1.83916
C -4.08734 0.83824 -2.24187
C 4.45121 -1.29981 0.31940
C -0.41437 4.97008 -1.86584
C 4.77176 -3.21596 1.69527
C 2.02142 -1.86553 -2.31161
C 6.67384 -1.96174 0.88819
C -1.88780 0.22096 5.06265
C 0.43334 1.84290 -0.58619
C -4.70305 -1.93440 2.94783
C 3.90395 1.05184 4.49632
C -0.48197 3.19812 -3.66676
C -2.79041 -1.07904 -1.69774
C -2.91191 1.31779 4.92633
C 0.31399 3.75510 -2.47242
C 6.14761 -3.02417 1.61160
C 1.73651 4.14504 -2.90523
C -0.44030 -1.70297 -2.97664
C 0.38768 2.71766 -1.44989
C 3.30294 -1.04285 -2.20842
C -5.16282 0.00221 -2.54076
H 1.18048 -0.71786 -3.91386
H 0.78858 -0.07943 -2.32974
H 4.21489 -1.63490 -2.27966
H 2.23910 3.31509 -3.40355
H -6.09487 0.43279 -2.88136
H 2.20326 -2.73251 -2.94824
H 6.81508 -3.70733 2.11967
H -3.82560 -3.71300 2.09755
H -5.72120 -2.26084 2.73293
H -3.75503 -3.00291 -1.85902
H 2.33542 4.46249 -2.05205
H 0.16875 5.41409 -1.05963
H -2.77085 2.03404 5.73617
H 4.24414 1.99298 4.92106
H -4.02776 -2.37621 0.94438
H -5.88313 -2.01621 -2.65509
H 0.02844 2.34790 -4.12189
H -1.14428 -1.15583 -3.59938
H 3.33947 -0.25793 -2.96444
H -0.35265 -2.72359 -3.35388
H -4.19763 1.91031 -2.33659
H 6.22608 -0.24358 -0.32520
H 7.74385 -1.81486 0.83380
H -0.57725 3.98071 -4.41928
H -4.47335 -2.19356 3.97890
H -3.91969 0.91319 5.01283
H -1.48482 2.89090 -3.36715
H -0.55156 5.72061 -2.64408
H -1.39292 4.69191 -1.47474
H -4.67441 -0.84901 2.83568
H 2.83169 -2.48439 1.11347
H 1.67675 4.97730 -3.60650
H 1.75003 -2.25321 -1.32730
H 4.37485 -4.04654 2.26351
H -2.82133 1.84808 3.97896
H 3.69049 0.18967 5.12209
H -1.92885 -0.25174 6.03971
H -0.86815 0.56470 4.87866
H -2.02576 0.94158 -1.64038
```

---

3.
Computed, not measured: a structure of composition C24H59F6N5O12S2 in a non-equilibrium geometry, with wB97M-V/def2-TZVPD.

electronic energy	-95836.3174	eV
lowest unoccupied orbital energy	0.4271	eV
net charge	0

```
108
C24H59F6N5O12S2 | the OMol25 dataset | wB97M-V/def2-TZVPD
S 3.57270 2.71479 0.33830
S 1.56528 3.07135 -1.31551
F 3.61224 0.61445 1.93910
F 4.94511 2.25304 2.47007
F -0.18802 2.58623 -3.15569
F 0.90361 0.81443 -2.53472
F 2.82416 2.43146 2.83833
F -0.64253 1.63053 -1.26326
O -6.43796 4.63003 -0.91640
O 3.46724 -1.83510 -3.21415
O 2.50777 0.20081 5.28514
O -2.02526 -4.02463 -3.29040
O 2.55435 3.36578 -2.30302
O 3.53288 4.11793 0.57763
O 4.66798 2.22393 -0.43706
O -0.20222 3.08733 3.09427
O 0.74776 4.16084 -0.87040
O 1.15995 -0.18801 0.50456
O -3.09542 0.69044 0.26827
O 1.25424 -2.98954 1.55819
N 0.59100 0.34436 3.01589
N 3.01385 -2.01677 -0.34862
N -4.27377 2.41354 -1.51894
N 2.10779 2.12298 -0.13925
N 1.50053 -3.75521 -2.25094
C 3.74613 1.94523 2.01105
C -0.77748 2.20950 2.16279
C -5.82047 4.24323 -2.13314
C -0.77493 0.83204 2.76704
C 3.45553 -1.45041 -4.58010
C 0.33449 1.95622 -2.12427
C -4.92387 2.11279 -0.25352
C 4.13393 -1.26345 -0.94343
C -4.51312 0.72813 0.21073
C -2.56944 -0.61829 0.29237
C 2.02041 -0.90531 4.55713
C 3.83320 0.00873 5.71271
C -2.74130 -4.09080 -4.50386
C -0.63225 -3.97200 -3.49865
C 0.05615 -3.82260 -2.16506
C -4.39994 3.82418 -1.88536
C 0.27968 4.26602 2.49880
C -0.39539 -2.57870 -1.43187
C -7.80560 4.33957 -0.88917
C 3.89988 -0.78474 -2.35739
C 0.63441 -0.61721 4.10242
C 2.42166 -3.74959 1.24843
C 0.17450 -3.81613 1.94366
C 3.47051 -2.76817 0.82716
H 2.07310 -1.81575 5.17910
H -6.38312 3.43160 -2.60799
H -8.32160 4.87972 -1.69684
H 4.48997 -3.15854 0.73071
H 4.12906 0.85810 6.31787
H 2.69580 -2.68799 -1.05516
H -5.83269 5.09612 -2.82406
H 0.41346 -4.32710 2.88247
H 3.92156 -0.93256 6.26833
H -0.27916 -4.86629 -4.03517
H -1.79373 2.49113 1.86083
H -8.25454 4.67685 0.04430
H -1.35498 0.90002 3.70131
H 4.86509 -0.40467 -2.70595
H 1.85382 -0.87493 0.23057
H -3.29565 2.19990 -1.34307
H 0.87122 4.80221 3.24209
H 1.87995 -2.98865 -2.80776
H 1.08204 1.21263 3.24026
H -0.01692 -0.30798 4.93042
H 4.49544 -0.05037 4.83639
H 4.35747 -0.39489 -0.31839
H 2.68777 -1.13716 3.70755
H 2.69259 -4.30417 2.15538
H -0.38315 -3.10545 -4.13362
H 2.65126 -0.72056 -4.75858
H -4.93392 -0.00946 -0.48350
H -3.78237 -3.81652 -4.35142
H -0.10033 -4.54853 1.17612
H -1.47553 -2.58032 -1.29572
H -2.31281 -3.42942 -5.26717
H 0.94017 -0.25051 1.50837
H 4.38840 -0.98202 -4.90859
H -0.18556 2.21740 1.23209
H -0.19980 -4.65789 -1.50446
H -8.01208 3.26484 -0.98126
H -4.93379 0.51241 1.20273
H -1.49630 -0.57167 0.11148
H 3.24566 -2.34299 -5.16549
H 2.17725 -4.44696 0.43862
H 1.55970 0.75663 0.28642
H 0.94523 4.06588 1.65514
H 5.05522 -1.86773 -0.96369
H -2.99774 -1.32790 -0.42174
H -6.01328 2.07040 -0.34934
H -3.90698 4.49636 -1.17090
H -2.74141 -1.05232 1.29325
H -4.70909 2.84917 0.53468
H 1.94292 -4.57506 -2.66060
H -3.88243 3.94725 -2.84319
H 3.13601 0.00195 -2.38572
H 0.10134 -2.42596 -0.47823
H -2.71761 -5.11165 -4.91346
H -0.55773 4.91307 2.22304
H 3.55969 -2.03808 1.64757
H -0.24635 -1.68164 -2.05043
H 0.16687 -1.53887 3.74222
H -0.67731 -3.14473 2.05934
H -1.35009 0.14041 2.14303
```

---

4.
Computed, not measured: the molecule C6H11N in a non-equilibrium geometry, with wB97M-V/def2-TZVPD.

electronic energy	-7887.2470	eV
SMILES string	C[C@H]1CC[C@@H]2CN21
lowest unoccupied orbital energy	1.1350	eV
net charge	0

```
18
C6H11N | the OMol25 dataset | wB97M-V/def2-TZVPD
N -0.34310 -1.07372 -0.27158
C 0.72496 -0.45261 0.43628
C -0.51178 1.31152 -0.49352
C 1.88359 -0.53342 -0.41399
C 0.19780 1.00747 0.70539
C -1.12427 -0.05229 -0.74908
C -1.68111 -0.86016 0.39543
H 0.20506 1.65911 -1.19511
H 2.10571 -1.67165 -0.33157
H -1.46717 -0.40514 -1.75650
H 1.56316 -0.33941 -1.43224
H 2.63770 0.05234 0.11573
H -1.38162 2.02242 -0.38505
H -1.63387 -0.58647 1.51374
H -0.50126 0.73199 1.63339
H 0.91058 -1.09390 1.26442
H -2.65133 -1.47000 0.05877
H 1.06694 1.75391 0.90547
```

---

5.
Computed, not measured: the molecule C5H5N in a non-equilibrium geometry, with wB97M-V/def2-TZVPD.

electronic energy	-6749.3675	eV
lowest unoccupied orbital energy	-0.2923	eV
net charge	0

```
11
C5H5N | the OMol25 dataset | wB97M-V/def2-TZVPD
N 0.33777 0.33878 2.93892
C 0.38443 0.42508 -0.42500
C -0.79877 -0.64998 3.22439
C -0.29841 -0.11486 1.98449
C -0.57316 -0.34289 0.62370
C -1.50841 -1.49230 3.80473
H 1.33769 0.66490 0.24262
H -0.38482 -1.48424 0.48565
H -1.66315 -0.19828 0.41702
H 0.00844 1.48220 -0.76510
H 0.77557 -0.13138 -1.33400
```

---

6.
Computed, not measured: a structure of composition C3H2NiO2 in a non-equilibrium geometry, with wB97M-V/def2-TZVPD.

multiplicity	3
electronic energy	-48256.1817	eV
lowest unoccupied orbital energy (spin up / spin down)	-12.4122 / -14.6404	eV
net charge	+2

```
8
C3H2NiO2 | the OMol25 dataset | wB97M-V/def2-TZVPD
Ni 3.10351 0.62738 -0.04279
O 0.19571 0.96672 -0.64173
O 0.57640 -0.72368 0.57107
C -0.79581 -0.64117 0.43281
C 1.12760 0.29727 -0.01539
C -1.03517 0.45633 -0.30624
H -1.77127 0.23251 -1.12410
H -1.40097 -1.21535 1.12637
```

---

Among the records above, which one has the highest net charge?
C27H39Br2O4PS4W